Here is one molecule with the formula C14H19BrN2O3S from the OMol25 dataset. Energies are from wB97M-V/def2-TZVPD.

Calculated values
- structure (SMILES) = CCN(CC(=O)N1CCCC1)S(=O)(=O)c1ccc(Br)cc1
- orbital gap (eV) = 9.7
- total energy (eV) = -104826.6777

Geometry as XYZ:
```
40
C14H19BrN2O3S, DFT wB97M-V/def2-TZVPD
C 1.33 2.16 -1.38
H -1.85 -3.26 0.89
H -1.88 -0.26 -1.45
Br 5.22 -1.12 2.93
C -1.03 2.04 -1.79
C 0.71 3.51 -1.09
H -1.56 1.68 -2.68
C 0.75 -0.84 1.76
C 1.45 0.31 2.06
C 2.69 -2.17 2.18
H -0.86 -1.56 -2.15
N 0.18 1.28 -1.55
H -3.73 -1.72 0.44
H -1.61 -3.50 -0.86
C 3.39 -1.00 2.46
H 0.42 3.58 -0.04
H 1.37 4.34 -1.33
H -1.30 4.20 -1.66
C -0.98 -0.87 -1.30
S -0.97 -0.75 1.30
H 3.19 -3.13 2.23
H 1.96 1.77 -0.57
H -0.28 3.66 -3.00
C -3.42 -2.44 -0.31
N -1.07 -1.66 -0.09
C 0.27 -0.01 -1.21
H 3.35 1.13 2.64
C -0.55 3.48 -1.96
H -1.69 1.95 -0.91
H 0.79 -2.96 1.59
H -3.58 -2.02 -1.30
C 2.78 0.24 2.41
O -1.29 0.63 1.01
C 1.36 -2.08 1.83
C -1.96 -2.80 -0.09
O -1.73 -1.41 2.33
H 0.93 1.26 2.00
H 1.92 2.18 -2.30
O 1.33 -0.51 -0.85
H -4.04 -3.33 -0.21
```

Here is a 5-piece molecular cluster, C14H19Cl12IN3O2 overall at a distorted geometry from the OMol25 dataset. Energies are from wB97M-V/def2-TZVPD.

Calculated values
- energy above the lowest of the compared OMol25 structures with the same formula, charge and spin (eV) = 1.192
- orbital gap (eV) = 8.0
- total charge = +1
- total energy (eV) = -181751.9140

Geometry as XYZ:
```
51
C14H19Cl12IN3O2, DFT wB97M-V/def2-TZVPD
H 0.27 -1.20 0.57
Cl -1.82 6.29 -6.55
H 3.03 -2.18 1.63
H -1.88 3.07 1.95
H 0.71 -2.70 1.57
H 1.64 3.51 1.41
C 2.60 -4.34 -1.39
H -0.03 4.82 -6.19
N 0.37 -0.84 2.65
C -0.81 -0.08 2.37
H -1.01 2.81 -4.93
C 4.45 -5.62 4.09
C -4.72 -0.37 1.80
H 0.70 3.28 -0.84
O -6.19 -0.03 -0.07
N -3.16 1.55 1.85
O 0.40 2.05 2.39
H 2.56 -1.43 0.06
C 0.42 2.47 -0.12
Cl 4.98 -6.54 2.68
Cl 1.28 2.46 -4.55
H 5.33 -5.26 4.61
H -4.86 -1.33 2.37
Cl -1.69 3.44 -7.13
H -2.26 -1.82 2.29
N -1.95 2.04 2.01
C -3.28 0.22 1.96
C -0.77 1.41 2.24
Cl 3.45 -3.01 -2.20
I -3.82 -1.46 -1.11
H 1.13 1.60 -0.23
H -5.43 0.38 2.25
C -0.76 4.94 -6.99
H 2.79 -0.40 1.57
H -0.10 3.92 1.43
H 0.18 -1.54 3.38
C 0.86 -1.59 1.45
C -2.13 -0.72 2.22
Cl 3.53 -6.64 5.19
H 2.32 -5.07 -2.14
Cl 3.49 -4.22 3.59
Cl 1.12 -3.75 -0.61
Cl -0.52 4.26 -3.15
H -0.63 2.18 -0.36
C -0.39 2.73 -4.04
Cl 3.64 -5.13 -0.21
C 0.62 3.04 1.33
C -5.15 -0.48 0.28
Cl -0.97 1.38 -3.06
C 2.41 -1.37 1.17
Cl 0.10 5.29 -8.49
```

Here is C14H19Cl3FN2O4ReSi as an isolated structure at a distorted geometry from the OMol25 dataset. Energies are from wB97M-V/def2-TZVPD.

Calculated values
- energy above the lowest of the compared OMol25 structures with the same formula, charge and spin (eV) = 5.699
- orbital gap (alpha / beta) (eV) = 4.4 / 5.3
- 2S+1 = 4
- total charge = +1
- total energy (eV) = -76277.4618

Geometry as XYZ:
```
45
C14H19Cl3FN2O4ReSi, DFT wB97M-V/def2-TZVPD
H -12.87 -7.20 8.24
F -7.21 -10.05 9.03
H -12.22 -9.98 7.23
C -11.28 -9.35 9.10
C -7.72 -4.61 7.99
O -8.46 -4.79 9.02
C -10.98 -4.48 10.67
H -9.38 -9.14 12.19
H -11.82 -4.03 11.21
H -10.03 -4.47 11.23
H -13.86 -6.07 9.32
H -8.47 -6.94 11.71
H -6.68 -8.21 9.85
H -6.51 -6.69 10.24
H -11.10 -7.90 11.86
H -12.88 -7.69 11.64
O -8.97 -8.80 8.07
Cl -8.98 -6.82 6.17
N -10.00 -7.08 9.33
C -11.37 -10.17 7.91
H -10.85 -3.81 9.79
O -6.65 -5.31 7.84
Re -8.31 -6.64 8.43
C -8.67 -9.09 11.33
H -11.97 -6.52 12.60
H -12.65 -5.39 8.15
C -9.98 -8.42 9.10
C -8.00 -3.55 7.05
O -10.72 -10.06 10.26
C -10.42 -11.11 7.59
C -8.57 -10.13 8.90
H -10.72 -11.96 6.92
N -7.26 -7.38 10.07
C -9.12 -11.19 8.09
Cl -6.46 -2.84 6.58
C -9.40 -9.49 10.10
H -8.47 -11.94 7.76
C -12.88 -6.25 8.83
Cl -9.28 -2.42 7.30
Si -11.46 -6.21 10.11
H -12.22 -8.87 9.38
H -7.01 -7.90 12.07
H -7.93 -9.88 11.49
C -7.87 -7.80 11.39
C -11.90 -7.15 11.66
```

Here is one molecule with the formula C14H19ClN2O3 from the OMol25 dataset. Energies are from wB97M-V/def2-TZVPD.

Calculated values
- structure (SMILES) = CC(C)C[C@H](NC(=O)NCc1ccccc1Cl)C(=O)O
- energy above the lowest of the compared OMol25 structures with the same formula, charge and spin (eV) = 0.178
- orbital gap (eV) = 9.9
- total energy (eV) = -36473.4053

Geometry as XYZ:
```
39
C14H19ClN2O3, DFT wB97M-V/def2-TZVPD
H 2.19 -0.39 -2.38
C 0.45 1.98 -1.51
O -0.43 1.67 2.39
H -2.26 -2.65 -0.77
H 2.78 -1.67 2.34
H 2.91 2.40 -0.01
H 2.10 -3.37 0.68
C -1.51 1.70 1.59
C 2.70 0.30 -0.43
C 2.86 1.73 -0.88
H 0.86 1.62 0.48
C -3.71 -0.35 -0.36
C -1.18 1.29 0.17
C 2.33 -0.68 -1.35
H -3.48 -0.39 -1.42
N 0.13 1.78 -0.20
H -0.41 -0.66 0.68
H -1.90 1.73 -0.52
C -2.55 -0.90 0.46
H -4.61 -0.94 -0.18
H -1.60 -2.81 0.85
H -3.34 -2.91 0.60
H 1.82 -2.72 -1.69
C -2.43 -2.41 0.27
C 2.27 -2.35 0.37
H -3.92 0.68 -0.08
H 3.80 1.84 -1.43
N 1.79 2.15 -1.76
O -2.60 1.98 1.99
C 2.86 -0.09 0.90
H -1.00 -0.50 -0.98
C -1.22 -0.25 0.06
H -2.74 -0.70 1.52
H 2.00 2.25 -2.74
C 2.11 -1.99 -0.96
H -0.68 1.92 3.29
C 2.65 -1.40 1.30
O -0.37 2.05 -2.39
Cl 3.32 1.07 2.11
```

| no. | M (Da) |
| --- | --- |
| 1 | 375.29 |
| 2 | 813.66 |
| 3 | 618.97 |
| 4 | 298.77 |